Entry 1:
Here is one molecule with the formula C3H4N2O3 at a distorted geometry from OMol25. Energies are from wB97M-V/def2-TZVPD.

```
12
Properties=species:S:1:pos:R:3:forces:R:3:mulliken_charge:R:1
N -1.95695 -0.41054 -0.20597 -4.74 -1.19 1.85 -0.577
C -0.73283 0.20402 -0.03144 -0.51 -1.23 -1.48 0.523
C -0.25689 1.42881 -0.03038 3.56 -2.09 -0.05 -0.738
O 1.20854 1.34936 -0.15343 -0.26 0.12 -0.21 -0.353
N 1.58178 -0.01059 -0.64457 -1.23 0.80 0.79 0.115
O 2.66311 -0.51878 0.05002 -1.61 1.45 3.96 -0.344
C 0.42784 -0.73909 -0.28071 -1.86 0.95 0.55 0.507
O 0.32735 -1.90618 -0.08557 0.57 -1.32 -0.22 -0.511
H -3.05217 0.10425 0.03612 5.04 -1.90 -0.69 0.284
H -1.95296 -1.48261 0.10086 0.08 3.32 -0.84 0.275
H -0.58702 2.38982 0.13779 -0.71 1.76 0.11 0.462
H 2.33020 -0.40846 1.10727 1.68 -0.67 -3.78 0.357
```
Positions in Å, forces in eV/Å.

ΔE to the lowest compared entry with this formula, charge and spin, kJ/mol: 582.1
Total energy, eV: -12292.9620
HOMO, eV: -8.623
Net charge: 0
SMILES: Nc1con(O)c1=O
2S+1: 1

=====

Entry 2:
Here is one molecule with the formula C3H4N2OS at a distorted geometry from OMol25. Energies are from wB97M-V/def2-TZVPD.

```
11
Properties=species:S:1:pos:R:3:forces:R:3:mulliken_charge:R:1
C 1.52656 -1.19492 1.76602 -0.04 0.24 0.08 0.285
C 0.63943 -0.55505 1.25531 0.44 -0.50 0.16 -0.657
C -0.28030 0.17125 0.42033 0.23 -0.08 -1.53 0.538
N -0.24501 0.20477 -0.87382 0.44 -0.85 1.16 -0.503
S 0.75928 -0.87860 -1.70995 0.31 0.26 -0.28 -0.127
N -1.30903 0.85061 1.02789 -0.12 0.41 0.53 -0.238
O -1.71441 2.00753 0.35492 -0.34 0.11 -0.48 -0.404
H 2.35412 -1.71623 2.23369 -0.65 0.29 -0.26 0.388
H 1.79393 -1.08677 -0.84460 -0.45 0.13 -0.15 0.086
H -1.07424 1.19227 1.93317 0.16 -0.03 0.82 0.277
H -1.94289 1.69276 -0.53086 0.01 0.02 -0.06 0.356
```
Positions in Å, forces in eV/Å.

ΔE to the lowest compared entry with this formula, charge and spin, kJ/mol: 457.5
Total energy, eV: -19034.3071
HOMO, eV: -8.450
Net charge: 0
SMILES: C#C/C(=N\S)NO
2S+1: 1

=====

Entry 3:
Here is one molecule with the formula C3H4N2OS at a distorted geometry from OMol25. Energies are from wB97M-V/def2-TZVPD.

```
11
Properties=species:S:1:pos:R:3:forces:R:3:mulliken_charge:R:1
C 0.22006 -0.97001 0.24320 -1.36 0.51 -2.02 -0.648
N -0.37796 0.23875 -0.33177 0.41 1.62 -0.29 0.663
N -0.46295 1.39395 0.38417 1.20 -0.25 3.10 -0.819
C -0.92420 2.30228 -0.36218 1.04 1.77 2.70 0.137
O -1.17884 1.85745 -1.53962 -0.43 -0.70 -3.19 -0.295
C -0.79104 0.50621 -1.57872 -1.09 -0.01 -0.68 0.192
S -1.08578 -0.38653 -2.91316 0.39 -0.32 0.07 -0.398
H -0.13466 -1.68400 -0.53519 0.47 -0.43 1.32 0.249
H 1.27777 -0.95998 0.38006 0.97 0.40 -0.76 0.292
H -0.12500 -0.99617 1.24311 -1.07 -0.77 0.79 0.273
H -0.91609 3.39077 -0.01308 -0.54 -1.80 -1.03 0.355
```
Positions in Å, forces in eV/Å.

ΔE to the lowest compared entry with this formula, charge and spin, kJ/mol: 172.3
Total energy, eV: -19037.2626
HOMO, eV: -8.517
Net charge: 0
SMILES: Cn1ncoc1=S
2S+1: 1

=====

Entry 4:
Here is one molecule with the formula C3H4N2OS at a distorted geometry from OMol25. Energies are from wB97M-V/def2-TZVPD.

```
11
Properties=species:S:1:pos:R:3:forces:R:3:mulliken_charge:R:1
H 1.17547 -0.10658 -2.57744 0.18 -0.05 -0.91 0.220
N 1.21901 0.28670 -1.65989 -0.19 -0.37 0.47 -0.694
C 0.34479 -0.32507 -0.96193 1.37 1.92 0.30 0.554
C -0.69286 -1.26918 -1.25555 -0.71 0.14 0.96 -0.348
C -1.39859 -1.38224 -0.09659 0.94 -0.18 -2.51 -0.304
O -0.89465 -0.68465 0.89961 -0.57 0.23 1.71 -0.299
N 0.25682 0.02086 0.43034 -0.74 -2.02 -1.29 0.093
S 0.48931 1.48038 1.13427 0.41 0.66 0.35 -0.106
H -0.91287 -1.57042 -2.27310 -0.10 -0.29 0.46 0.320
H -2.29472 -1.94276 0.04594 -0.36 -0.15 0.60 0.417
H 1.50949 1.11679 1.95068 -0.23 0.10 -0.15 0.147
```
Positions in Å, forces in eV/Å.

ΔE to the lowest compared entry with this formula, charge and spin, kJ/mol: 316.7
Total energy, eV: -19035.7657
HOMO, eV: -8.587
Net charge: 0
SMILES: [H]/N=c1\ccon1S
2S+1: 1

=====

Entry 5:
Here is one molecule with the formula C3H4N2OS at a distorted geometry from OMol25. Energies are from wB97M-V/def2-TZVPD.

```
11
Properties=species:S:1:pos:R:3:forces:R:3:mulliken_charge:R:1
C -0.65866 -0.71170 0.24772 -0.82 -0.22 3.16 -0.811
N 0.63281 -0.12775 0.08824 1.14 -2.12 0.69 0.794
N 0.75212 1.13595 0.26275 -1.15 4.19 0.53 -0.891
C 1.94879 1.54688 0.19903 1.38 -0.87 0.64 -0.181
S 3.16048 0.27338 0.03064 -1.84 0.17 -0.11 -0.025
C 1.78048 -0.72995 -0.03313 1.85 -9.19 -4.19 0.342
O 1.87535 -2.31847 -0.71453 -0.48 6.68 3.35 -0.629
H -0.60771 -1.79297 0.26347 0.20 0.01 -0.40 0.366
H -1.15894 -0.35556 1.25744 1.27 -0.56 -1.96 0.257
H -1.18850 -0.29278 -0.53112 -1.78 0.30 -1.65 0.325
H 2.22742 2.48509 0.55619 0.23 1.61 -0.06 0.453
```
Positions in Å, forces in eV/Å.

ΔE to the lowest compared entry with this formula, charge and spin, kJ/mol: 493.6
Total energy, eV: -19033.9328
HOMO (spin up / spin down), eV: -8.568 / -8.570
Net charge: 0
SMILES: Cn1ncsc1=O
2S+1: 1

=====

Entry 6:
Here is one molecule with the formula C3H4N2OS2 at a distorted geometry from OMol25. Energies are from wB97M-V/def2-TZVPD.

```
12
Properties=species:S:1:pos:R:3:forces:R:3:mulliken_charge:R:1
C -1.79145 -1.01684 0.33039 0.37 1.94 -0.14 -0.321
N -1.74700 -0.21070 -0.66584 0.35 -0.02 -0.68 -0.542
N -0.81334 0.87049 -0.56679 0.91 -4.30 1.96 0.123
C 0.42598 0.86732 -0.03361 -0.90 3.42 -0.09 0.277
S 1.15996 2.35671 0.29823 -0.17 -1.35 -0.52 -0.272
C 1.13821 -0.30149 0.39854 1.28 -3.65 2.86 0.371
O 0.90237 -0.90539 1.45816 -0.11 1.45 -1.91 -0.487
S 2.49172 -1.03398 -0.50793 0.44 2.62 -1.23 -0.197
H -1.18665 -0.63464 1.19154 -0.86 -1.58 -0.12 0.354
H -2.48858 -1.88246 0.23512 0.83 0.83 0.38 0.309
H -1.03539 1.70150 -0.97287 -1.34 2.59 -1.40 0.192
H 2.94419 0.18950 -1.16494 -0.82 -1.96 0.88 0.191
```
Positions in Å, forces in eV/Å.

ΔE to the lowest compared entry with this formula, charge and spin, kJ/mol: 285.7
Total energy, eV: -29871.1831
HOMO, eV: -9.091
Net charge: 0
SMILES: C=NNC(=S)C(=O)S
2S+1: 1

=====

Entry 7:
Here is one molecule with the formula C3H4N2S at a distorted geometry from OMol25. Energies are from wB97M-V/def2-TZVPD.

```
10
Properties=species:S:1:pos:R:3:forces:R:3:mulliken_charge:R:1
C -0.82387 0.83316 -0.46225 -1.86 0.73 1.46 0.288
N -1.47580 -0.31251 -0.71490 0.90 4.14 -0.19 -0.429
N -0.93698 -1.40978 -0.14918 0.35 -0.43 0.79 -0.209
C 0.29920 -1.60719 -0.01088 2.00 -1.06 0.02 -0.098
S 1.57301 -0.33093 -0.64115 -1.74 -1.26 1.72 -0.106
C 0.48777 0.84129 0.28667 0.30 -0.67 -1.12 -0.760
H -1.26961 2.04036 -0.49839 0.66 -4.13 -0.78 0.235
H 0.65598 -2.54124 0.59673 -0.59 1.84 -1.48 0.374
H 0.52683 0.71789 1.36088 -0.60 -0.93 0.33 0.345
H 0.96347 1.76895 0.23247 0.57 1.76 -0.74 0.360
```
Positions in Å, forces in eV/Å.

ΔE to the lowest compared entry with this formula, charge and spin, kJ/mol: 349.3
Total energy, eV: -16987.8708
HOMO, eV: -9.568
Net charge: 0
SMILES: C1=NN=CSC1
2S+1: 1

=====

Entry 8:
Here is a 2-piece molecular cluster, C3H4N2S overall at a distorted geometry from OMol25. Energies are from wB97M-V/def2-TZVPD.

```
10
Properties=species:S:1:pos:R:3:forces:R:3:mulliken_charge:R:1
C -2.89815 -2.29613 0.18698 -0.10 0.17 0.79 -0.260
C -0.94143 -0.78322 1.17465 -0.90 0.12 0.70 0.463
C 0.42253 0.17108 -1.06666 -0.66 0.17 1.08 -0.958
N -3.89294 -2.74733 -0.21157 0.35 0.09 0.06 -0.464
N -0.96148 -0.58685 2.35071 0.84 0.59 -4.13 -0.273
S -1.00048 -0.82641 -0.50177 -0.42 0.05 -0.31 0.190
H 0.71436 0.89649 -0.33729 0.33 0.57 0.12 0.311
H 0.21877 0.57935 -2.03388 -0.69 0.52 -0.36 0.329
H 1.13918 -0.55772 -1.22882 1.93 -1.12 -0.10 0.340
H -1.33515 -1.10734 3.07010 -0.68 -1.16 2.14 0.322
```
Positions in Å, forces in eV/Å.

ΔE to the lowest compared entry with this formula, charge and spin, kJ/mol: 470.7
Total energy, eV: -16986.6129
HOMO (spin up / spin down), eV: -9.045 / -9.044
Net charge: 0
2S+1: 1

=====

Entry 9:
Here is one molecule with the formula C3H4N2S at a distorted geometry from OMol25. Energies are from wB97M-V/def2-TZVPD.

```
10
Properties=species:S:1:pos:R:3:forces:R:3:mulliken_charge:R:1
S 0.39518 -1.98443 -1.41322 0.51 2.24 -0.02 -0.087
N 0.34340 -0.33786 -0.66064 -2.27 1.07 1.68 -0.052
C -0.97688 0.15610 -0.28977 -1.75 -2.82 1.17 -0.208
C -0.81797 1.05262 0.71272 -1.93 3.44 1.01 -0.196
N 0.50668 1.39936 0.86845 -0.85 -0.03 0.71 -0.407
C 1.12605 0.56895 0.16060 3.51 -2.45 -2.49 -0.124
H 0.69104 -2.81681 -0.41382 -0.01 0.28 0.67 0.152
H -1.96631 -0.46060 -0.37778 2.30 1.22 -0.58 0.278
H -1.52168 1.79417 1.34776 1.09 -2.45 -1.95 0.288
H 2.22050 0.62849 0.06568 -0.59 -0.50 -0.19 0.356
```
Positions in Å, forces in eV/Å.

ΔE to the lowest compared entry with this formula, charge and spin, kJ/mol: 246.2
Total energy, eV: -16988.9397
HOMO, eV: -9.239
Net charge: 0
SMILES: Sn1ccnc1
2S+1: 1

=====

Entry 10:
Here is one molecule with the formula C3H4N2S at a distorted geometry from OMol25. Energies are from wB97M-V/def2-TZVPD.

```
10
Properties=species:S:1:pos:R:3:forces:R:3:mulliken_charge:R:1
S -0.85953 2.01484 0.12344 -0.53 1.43 -0.20 -0.288
C -0.40939 0.38118 0.00309 0.66 1.69 -0.50 0.334
C -0.81717 -0.85234 0.22893 -2.34 -0.58 -0.18 -0.058
N 0.19922 -1.78410 0.03741 0.58 1.05 1.32 -0.578
C 1.25863 -1.00345 -0.08873 0.48 1.29 -2.68 -0.091
N 0.85363 0.31409 -0.32177 2.49 -2.32 0.82 -0.122
H -2.00718 1.68222 0.59122 -1.79 0.20 0.65 0.096
H -1.89375 -0.78761 0.32982 -0.21 -2.22 0.42 0.287
H 2.32430 -1.09324 -0.36937 -0.84 -1.31 0.50 0.304
H 1.35124 1.12840 -0.53404 1.50 0.78 -0.16 0.115
```
Positions in Å, forces in eV/Å.

ΔE to the lowest compared entry with this formula, charge and spin, kJ/mol: 191.0
Total energy, eV: -16989.5121
HOMO, eV: -8.368
Net charge: 0
SMILES: Sc1cnc[nH]1
2S+1: 1